102
Properties=species:S:1:pos:R:3 method="wB97M-V/def2-TZVPD" lumo_energy_ha="-0.1194 / -0.1003" e_above_lowest_ev=3.564 e_tot_ev=-102415.9600 multiplicity=5 total_charge=+1
Mn 0.495 0.151 -0.046
O -1.267 1.786 0.353
C -1.918 1.292 1.458
C -1.990 2.004 -0.859
C -2.255 0.683 -1.540
C -3.445 0.403 -2.184
C -3.623 -0.877 -2.682
C -2.649 -1.836 -2.464
C -1.480 -1.484 -1.800
C -0.433 -2.485 -1.396
C -0.379 -2.681 0.154
O -0.251 -1.451 0.769
C 0.795 -3.598 0.531
C 1.173 -4.694 -0.238
C 2.195 -5.539 0.178
C 2.839 -5.311 1.385
C 2.452 -4.233 2.169
C 1.447 -3.378 1.740
C -1.651 -3.365 0.679
C -2.456 -4.204 -0.078
C -3.579 -4.811 0.478
C -3.906 -4.586 1.804
C -3.099 -3.755 2.574
C -1.985 -3.154 2.016
N -1.281 -0.218 -1.417
C -3.335 0.884 1.378
C -4.366 1.774 1.671
C -5.687 1.363 1.571
C -5.983 0.058 1.194
C -4.959 -0.838 0.919
C -3.638 -0.425 1.008
C -1.013 0.942 2.470
C -1.430 0.197 3.599
C -0.515 -0.222 4.534
C 0.847 0.071 4.390
C 1.275 0.801 3.295
C 0.365 1.241 2.341
H -1.340 2.647 -1.455
H -2.927 2.527 -0.660
H -4.222 1.151 -2.250
H -4.540 -1.141 -3.193
H -2.796 -2.857 -2.784
H 0.553 -2.120 -1.700
H -0.602 -3.420 -1.927
H 0.662 -4.917 -1.166
H 2.475 -6.384 -0.436
H 3.626 -5.975 1.716
H 2.935 -4.052 3.121
H 1.143 -2.533 2.346
H -2.217 -4.417 -1.112
H -4.193 -5.462 -0.130
H -4.777 -5.057 2.239
H -3.342 -3.574 3.613
H -1.370 -2.487 2.607
H -4.131 2.784 1.984
H -6.485 2.056 1.801
H -7.014 -0.261 1.128
H -5.178 -1.861 0.641
H -2.825 -1.111 0.797
H -2.475 -0.065 3.703
H -0.855 -0.796 5.386
H 1.556 -0.258 5.138
H 2.323 1.046 3.184
H 0.719 1.870 1.534
C 0.663 4.747 0.007
N 1.039 4.378 -1.351
C 0.902 5.457 -2.317
P 1.867 2.995 -1.647
O 1.247 1.847 -0.914
N 1.850 2.664 -3.250
C 0.707 1.999 -3.863
C 2.779 3.258 -4.200
N 3.427 3.206 -1.192
C 4.063 4.506 -1.034
C 4.358 2.098 -1.369
H -0.401 4.987 0.054
H 1.230 5.622 0.339
H 0.853 3.928 0.692
H -0.145 5.755 -2.407
H 1.246 5.148 -3.298
H 1.477 6.337 -2.012
H 0.191 1.379 -3.132
H 1.061 1.351 -4.666
H 0.002 2.720 -4.292
H 3.559 3.814 -3.687
H 2.264 3.944 -4.879
H 3.254 2.481 -4.803
H 3.321 5.292 -0.947
H 4.719 4.734 -1.881
H 4.671 4.517 -0.127
H 3.815 1.158 -1.475
H 5.011 2.018 -0.498
H 4.984 2.249 -2.254
N 4.673 -0.915 2.311
N 4.045 -1.041 1.083
N 4.419 -1.929 0.197
C 3.478 -1.773 -0.732
N 2.617 -0.805 -0.413
N 2.999 -0.351 0.775
H 5.596 -1.325 2.203
H 4.713 0.075 2.532
H 3.431 -2.364 -1.628

=====

95
Properties=species:S:1:pos:R:3 method="wB97M-V/def2-TZVPD" lumo_energy_ha="-0.0093 / -0.0381" e_above_lowest_ev=0.000 e_tot_ev=-69083.8359 multiplicity=6
Ru 0.033 0.022 -0.385
C 0.073 1.571 4.501
C -0.315 1.393 3.035
C -1.757 0.900 2.901
P 0.768 0.265 2.052
C 2.523 0.616 2.503
C 3.421 -0.377 1.763
C 2.961 2.049 2.216
C 0.531 -1.429 2.612
C 0.793 -1.842 3.920
C 0.705 -3.167 4.304
C 0.968 -3.607 5.718
C 0.364 -4.089 3.310
C 0.117 -3.718 2.006
C 0.185 -2.367 1.608
N -0.016 -1.952 0.314
C -0.323 -2.924 -0.676
C -1.631 -3.411 -0.844
C -2.718 -3.046 0.125
C -1.887 -4.281 -1.892
C -0.887 -4.705 -2.763
C -1.208 -5.603 -3.924
C 0.412 -4.278 -2.529
C 0.713 -3.410 -1.487
C 2.145 -3.082 -1.158
H -0.540 2.356 4.948
H 1.118 1.854 4.628
H -0.108 0.654 5.064
H -0.232 2.359 2.524
H -1.878 -0.065 3.396
H -2.049 0.776 1.857
H -2.442 1.612 3.365
H 2.602 0.427 3.579
H 3.328 -0.236 0.681
H 3.160 -1.410 1.994
H 4.465 -0.215 2.035
H 3.041 2.213 1.140
H 3.952 2.219 2.641
H 2.282 2.795 2.632
H 1.094 -1.106 4.659
H 1.359 -2.784 6.318
H 1.696 -4.419 5.755
H 0.057 -3.965 6.202
H 0.298 -5.141 3.568
H -0.128 -4.474 1.271
H -2.790 -1.966 0.231
H -2.508 -3.467 1.113
H -3.680 -3.429 -0.211
H -2.900 -4.644 -2.033
H -2.052 -6.255 -3.697
H -0.355 -6.228 -4.190
H -1.475 -5.017 -4.806
H 1.216 -4.646 -3.159
H 2.820 -3.472 -1.920
H 2.420 -3.529 -0.199
H 2.308 -2.006 -1.059
O -4.073 0.425 -1.439
C -2.923 0.620 -1.087
O -2.000 -0.263 -0.960
C -2.487 2.031 -0.737
C -3.401 3.102 -0.850
C -2.973 4.360 -0.562
C -1.620 4.567 -0.194
C -1.078 5.847 0.071
C 0.244 5.992 0.384
C 1.085 4.859 0.446
C 0.581 3.614 0.202
C -0.780 3.440 -0.114
N -1.242 2.179 -0.361
H -4.407 2.870 -1.166
H -3.640 5.212 -0.632
H -1.729 6.711 0.011
H 0.653 6.974 0.579
H 2.134 4.981 0.683
H 1.210 2.736 0.226
C 2.813 1.568 -2.241
Si 1.261 0.538 -2.539
C 1.687 -0.822 -3.759
C -0.061 1.625 -3.326
C 0.042 3.019 -3.344
C -0.991 3.807 -3.834
C -2.150 3.214 -4.313
C -2.270 1.830 -4.306
C -1.236 1.048 -3.816
H 3.194 1.945 -3.195
H 3.597 0.959 -1.787
H 2.636 2.428 -1.593
H 1.914 -0.364 -4.725
H 0.859 -1.519 -3.899
H 2.559 -1.395 -3.441
H 0.936 3.502 -2.967
H -0.891 4.886 -3.837
H -2.962 3.827 -4.684
H -3.177 1.360 -4.662
H -1.363 -0.030 -3.787

=====

104
Properties=species:S:1:pos:R:3 method="wB97M-V/def2-TZVPD" lumo_energy_ha=-0.2534 e_tot_ev=-96023.5948 multiplicity=1 total_charge=+2
Cd 0.310 -2.441 0.227
C 1.371 -0.227 4.562
C 1.360 0.410 3.172
C 2.054 1.595 3.050
C 2.189 2.218 1.784
N 1.599 1.662 0.742
N 0.724 0.663 0.915
B -0.155 0.443 -0.302
N 0.261 0.824 -1.722
N -0.050 2.107 -2.164
C 0.486 2.503 -3.269
C 1.394 1.694 -3.997
C 1.628 0.374 -3.632
C 2.579 -0.551 -4.452
C 1.038 -0.035 -2.389
S 1.486 -1.650 -1.891
C -0.021 3.760 -3.972
C -0.616 3.342 -5.282
C -0.995 4.536 -3.173
C 1.253 4.635 -4.180
N -1.638 0.398 0.028
N -2.017 1.482 0.744
C -3.274 1.855 0.620
C -4.185 1.062 -0.062
C -3.861 -0.114 -0.632
C -4.918 -0.733 -1.478
C -2.483 -0.530 -0.492
S -2.082 -2.102 -1.036
C -3.697 3.185 1.161
C -5.239 3.330 1.227
C -3.139 4.323 0.282
C -3.112 3.420 2.552
C 0.614 -0.066 2.096
S -0.310 -1.495 2.373
C 3.166 3.377 1.544
C 2.838 4.079 0.194
C 2.865 4.440 2.662
C 4.604 2.942 1.621
H 1.988 0.312 5.260
H 0.312 -0.527 4.849
H 1.922 -1.188 4.506
H 2.724 1.884 3.884
H 1.915 2.162 -4.868
H 3.512 -0.646 -3.957
H 2.123 -1.587 -4.503
H 2.735 -0.132 -5.442
H -1.556 2.782 -5.070
H -0.867 4.222 -5.848
H 0.013 2.706 -5.819
H -1.689 3.819 -2.707
H -0.477 5.037 -2.375
H -1.597 5.295 -3.745
H 1.972 4.144 -4.831
H 0.978 5.574 -4.711
H 1.735 4.783 -3.197
H -5.168 1.528 -0.353
H -4.625 -1.758 -1.615
H -5.928 -0.667 -1.066
H -4.840 -0.294 -2.483
H -5.699 3.663 0.261
H -5.710 2.389 1.538
H -5.446 4.205 1.859
H -3.423 4.365 -0.725
H -3.418 5.331 0.663
H -2.042 4.310 0.284
H -3.461 2.696 3.235
H -2.059 3.253 2.355
H -3.350 4.396 3.019
H 1.734 4.065 0.125
H 3.200 5.125 0.160
H 3.104 3.504 -0.683
H 1.800 4.581 2.813
H 3.288 4.166 3.642
H 3.303 5.382 2.380
H 4.821 2.245 0.838
H 5.255 3.791 1.419
H 4.816 2.462 2.565
O -3.270 -10.102 1.763
C -3.528 -8.750 1.653
O -4.505 -8.320 2.231
C -2.477 -7.872 1.103
C -1.133 -8.235 0.787
C -0.199 -7.338 0.404
C -0.554 -5.996 0.337
C -1.857 -5.568 0.687
C -2.788 -6.491 1.147
N 0.411 -4.994 0.083
C 1.697 -5.248 0.053
C 2.786 -4.546 0.705
C 4.020 -5.213 1.038
C 4.913 -4.557 1.873
C 4.638 -3.223 2.311
C 3.419 -2.687 1.941
N 2.540 -3.296 1.135
H -2.925 -10.471 0.952
H -0.814 -9.288 0.971
H 0.848 -7.599 0.176
H -2.196 -4.537 0.605
H -3.662 -6.177 1.632
H 2.124 -6.007 -0.656
H 4.173 -6.228 0.739
H 5.846 -5.005 2.259
H 5.445 -2.658 2.780
H 3.126 -1.690 2.205

=====

93
Properties=species:S:1:pos:R:3 method="wB97M-V/def2-TZVPD" lumo_energy_ha=-0.1603 e_tot_ev=-54555.0037 multiplicity=1 total_charge=+1
C -3.742 2.100 1.612
C -3.229 1.107 0.582
C -3.962 1.413 -0.711
C -3.447 -0.354 0.965
C -4.732 -0.882 0.930
C -4.999 -2.159 1.386
C -3.938 -2.950 1.801
C -2.628 -2.455 1.775
C -1.485 -3.330 2.257
C -1.520 -4.736 1.656
C -1.455 -3.386 3.774
C -2.362 -1.151 1.342
N -0.985 -0.582 1.364
P 0.281 -0.639 0.221
H 0.234 1.091 -1.555
N 1.524 -0.512 1.387
C 2.937 -0.966 1.345
C 3.944 -0.055 1.010
C 3.604 1.413 0.729
C 4.178 1.838 -0.609
C 4.141 2.349 1.791
C 5.268 -0.470 0.952
C 5.635 -1.757 1.302
C 4.647 -2.658 1.674
C 3.305 -2.265 1.719
C 2.255 -3.243 2.222
C 2.264 -3.304 3.738
C 2.396 -4.639 1.616
C 0.932 -0.166 2.595
C -0.424 -0.193 2.577
H -3.379 1.914 2.623
H -3.439 3.105 1.310
H -4.834 2.034 1.650
H -2.152 1.239 0.431
H -3.472 0.900 -1.535
H -4.974 1.020 -0.669
H -3.947 2.486 -0.949
H -5.529 -0.252 0.569
H -6.017 -2.527 1.383
H -4.120 -3.956 2.181
H -0.531 -2.895 1.943
H -1.553 -4.676 0.563
H -0.609 -5.284 1.927
H -2.399 -5.294 2.002
H -1.326 -2.388 4.202
H -2.398 -3.796 4.150
H -0.642 -4.022 4.139
H 2.510 1.488 0.692
H 3.590 1.426 -1.422
H 4.149 2.927 -0.717
H 5.193 1.459 -0.749
H 3.861 2.048 2.797
H 5.231 2.366 1.751
H 3.752 3.353 1.619
H 6.007 0.263 0.664
H 6.673 -2.055 1.256
H 4.904 -3.673 1.967
H 1.264 -2.883 1.929
H 2.051 -2.326 4.175
H 1.525 -4.016 4.116
H 3.247 -3.623 4.095
H 2.410 -4.584 0.523
H 3.316 -5.131 1.949
H 1.536 -5.259 1.897
H 1.576 0.083 3.407
H -1.091 0.002 3.383
C -4.884 2.956 -4.817
C -3.615 2.651 -4.050
C -3.117 3.624 -3.162
C -1.924 3.436 -2.465
C -1.210 2.250 -2.651
C 0.107 2.052 -1.966
C 1.200 2.316 -2.963
C 2.091 3.288 -2.606
C 3.133 3.630 -3.462
C 3.166 3.065 -4.746
C 2.175 2.182 -5.181
C 1.211 1.798 -4.277
C -1.688 1.308 -3.567
C -2.895 1.460 -4.240
H -4.874 2.439 -5.792
H -5.835 2.708 -4.303
H -4.899 4.047 -4.976
H -3.651 4.564 -3.054
H -1.554 4.218 -1.798
H 0.144 2.604 -1.019
H 1.950 3.830 -1.677
H 3.905 4.294 -3.073
H 3.967 3.340 -5.411
H 2.113 1.829 -6.219
H 0.419 1.144 -4.657
H -1.133 0.384 -3.713
H -3.321 0.653 -4.851

=====

104
Properties=species:S:1:pos:R:3 method="wB97M-V/def2-TZVPD" lumo_energy_ha=-0.0562 e_tot_ev=-161145.5114 multiplicity=1
C 8.949 1.490 0.040
C 8.706 3.065 0.534
C 7.604 3.838 -0.403
Br 7.622 3.311 -2.332
C 6.036 3.665 0.120
C 5.717 2.893 1.539
C 4.145 2.762 2.066
C 2.919 3.409 1.191
C 3.224 4.168 -0.268
C 4.778 4.288 -0.789
C 1.909 4.794 -1.087
O 1.988 6.006 -1.647
C 0.557 3.835 -1.086
C 0.248 3.094 0.382
C -1.064 2.140 0.622
C -1.494 1.399 2.020
C -1.813 -0.197 1.676
N -0.578 -0.751 0.999
C -0.082 -1.951 1.777
C 0.894 -2.949 0.898
C -0.860 -1.233 -0.414
C 0.105 -0.571 -1.607
O -1.829 -2.128 -0.736
C -2.074 1.942 -0.669
C -1.764 2.682 -2.136
C -2.886 2.430 -3.301
O -3.650 3.666 -3.555
C -4.466 3.949 -2.327
C -5.846 3.110 -1.940
C -6.750 3.343 -0.592
C -6.309 4.486 0.500
C -4.959 5.388 0.141
C -4.046 5.144 -1.238
C -0.443 3.645 -2.415
P -0.020 4.538 -4.034
C 1.882 4.428 -4.450
C -0.848 3.814 -5.584
C 1.313 3.334 1.649
O 0.942 3.495 2.922
H 9.218 0.823 0.991
H 9.794 1.486 -0.773
H 7.955 1.023 -0.396
H 9.754 3.609 0.361
H 8.505 3.137 1.693
H 7.838 4.995 -0.315
H 6.529 2.403 2.247
H 3.931 2.234 3.088
H 5.060 4.830 -1.792
H -0.714 1.478 2.889
H -2.539 1.860 2.365
H -2.726 -0.265 0.946
H -2.111 -0.730 2.675
H -1.011 -2.593 2.105
H 0.530 -1.546 2.698
H 1.633 -2.349 0.197
H 0.210 -3.715 0.290
H 1.521 -3.636 1.645
H 0.608 -1.403 -2.272
H -0.550 0.124 -2.291
H 0.933 0.125 -1.102
H -3.062 1.292 -0.553
H -2.449 1.931 -4.294
H -3.681 1.636 -2.899
H -6.172 2.250 -2.694
H -7.708 2.666 -0.383
H -6.947 4.619 1.481
H -4.681 6.214 0.953
H -3.095 5.843 -1.414
H 2.473 3.788 -3.634
H 2.077 3.931 -5.505
H 2.372 5.490 -4.464
H -1.959 4.183 -5.761
H -0.807 2.645 -5.545
H -0.250 4.156 -6.555
C -0.096 -4.161 6.000
C -1.043 -5.265 5.533
C -0.492 -5.817 4.220
S 1.276 -5.563 4.274
O 1.637 -4.612 3.244
O 1.938 -6.845 4.412
C 1.307 -4.729 5.849
H -0.299 -3.861 7.033
H -0.214 -3.277 5.362
H -1.073 -6.062 6.285
H -2.066 -4.894 5.407
H -0.702 -6.884 4.112
H -0.886 -5.270 3.359
H 2.084 -3.963 5.851
H 1.514 -5.478 6.620
C -2.557 -5.749 -2.817
C -3.943 -6.372 -2.980
C -4.361 -6.923 -1.618
S -3.526 -5.922 -0.396
O -2.577 -6.755 0.312
O -4.499 -5.098 0.293
C -2.630 -4.905 -1.554
H -2.277 -5.148 -3.687
H -1.808 -6.541 -2.697
H -4.654 -5.601 -3.300
H -3.946 -7.158 -3.741
H -5.441 -6.850 -1.469
H -4.035 -7.958 -1.487
H -1.649 -4.652 -1.148
H -3.214 -3.995 -1.721